72
Properties=species:S:1:pos:R:3:forces:R:3:lowdin_charge:R:1 method="wB97M-V/def2-TZVPD" e_tot_ev=-64991.2499 e_homo_ha=-0.44830 charge=+1 lumo_ha=-0.1720 gap_ev=7.52
C -1.6991 -2.0373 -1.6156 0.0 -0.5 0.1 -0.1564
Si -0.7502 -0.4084 -1.3364 -0.1 -0.5 -3.1 0.5589
C 1.0526 -0.5273 -1.9963 0.1 0.2 1.3 -0.1922
C -1.5995 0.9113 -2.4642 0.0 0.9 1.4 -0.1727
C -0.8767 0.2877 0.4558 -0.7 0.5 0.7 -0.2198
N -2.0451 1.0533 0.7472 4.8 -1.5 2.7 0.1272
N -1.8189 1.4185 2.0258 0.0 -0.6 -0.6 0.1247
N -0.6810 0.9441 2.4951 -1.8 0.9 -0.4 -0.2193
N -0.2409 1.2063 3.7756 0.1 0.6 0.2 0.1534
N -0.0174 0.2116 1.5745 -2.4 1.5 -2.4 -0.0736
P 1.5225 -0.6606 1.6365 2.9 -3.7 1.5 0.3296
O 2.1454 -0.4869 3.2008 -1.3 1.1 -2.8 -0.2322
O 2.6935 -0.0547 0.6174 -2.0 0.1 2.6 -0.1807
S 1.1614 -2.5564 1.3897 -0.3 1.6 -0.4 0.3933
H -1.0447 -2.7238 -2.2497 -0.7 0.8 1.0 0.0412
H -2.6200 -1.8041 -2.2328 1.0 -0.2 0.9 0.0525
H -2.0048 -2.5643 -0.6667 0.2 0.4 -1.3 0.0099
H 1.6233 -1.3171 -1.4245 -0.5 0.7 -1.0 0.0117
H 1.0110 -0.7322 -3.1006 0.0 0.2 1.1 0.0412
H 1.5503 0.4657 -1.7959 -0.3 -1.0 -0.5 0.0371
H -0.9450 1.1434 -3.3497 -0.9 -0.4 0.8 0.0144
H -2.6534 0.6261 -2.7331 1.2 0.2 0.1 0.0492
H -1.6934 1.8655 -1.8506 0.1 -0.9 -0.8 0.0238
H -0.9242 0.8697 4.4620 0.2 -0.1 -0.4 0.1335
H -0.2093 2.2334 3.8513 0.3 -0.5 0.1 0.1319
H 1.4373 -0.7150 3.8385 0.4 0.1 0.0 0.0538
H 3.4752 0.1594 1.1706 -0.2 0.1 -0.3 0.1024
C 1.5500 -3.6856 -4.6688 0.1 0.1 0.0 -0.0869
C 1.5243 -4.6891 -3.5319 -0.2 0.0 -0.4 -0.3146
O 0.1905 -4.8850 -3.0705 0.0 0.1 0.2 -0.0937
H 1.1339 -2.7290 -4.3445 0.1 0.0 0.0 0.0504
H 2.5696 -3.5236 -5.0248 -0.1 0.0 0.0 0.0789
H 0.9378 -4.0333 -5.5053 0.1 0.0 0.0 0.0770
H 2.1190 -4.3287 -2.6909 -0.2 -0.1 0.1 0.1084
H 1.9307 -5.6523 -3.8550 0.2 0.1 0.0 0.1109
H -0.3290 -5.2122 -3.8130 0.0 0.0 0.1 0.0849
C -4.0005 -2.9722 3.2676 -0.1 0.1 0.0 -0.0925
C -3.8810 -3.8400 2.0299 0.2 0.1 0.3 -0.3004
O -3.0273 -3.2218 1.0690 0.0 0.1 -0.1 -0.1187
H -4.3984 -1.9883 3.0079 -0.1 -0.1 0.0 0.0736
H -4.6577 -3.4337 4.0069 0.1 0.1 0.0 0.0786
H -3.0184 -2.8111 3.7230 0.0 -0.1 0.1 0.0655
H -4.8577 -3.9811 1.5665 0.1 0.0 -0.1 0.1185
H -3.4735 -4.8236 2.2817 -0.2 0.0 0.0 0.1141
H -2.1613 -3.1070 1.4786 0.0 -0.1 0.0 0.0519
C -0.0760 4.1429 0.3298 -0.1 0.2 0.0 -0.0912
C 1.3296 4.7109 0.3469 0.0 -0.4 0.0 -0.3045
O 1.9940 4.3561 1.5574 0.0 0.1 0.2 -0.0824
H -0.6521 4.5156 1.1801 0.0 0.1 -0.1 0.0805
H -0.5931 4.4158 -0.5923 -0.1 -0.1 0.0 0.0824
H -0.0573 3.0507 0.4121 0.1 0.0 -0.2 0.0318
H 1.3020 5.7990 0.2864 0.1 -0.1 0.1 0.1208
H 1.9138 4.3329 -0.4980 -0.1 0.1 -0.1 0.1124
H 2.0253 3.3949 1.6002 0.1 0.1 -0.1 0.0568
C 3.1919 1.6908 6.3055 0.0 0.1 0.0 -0.0911
C 2.2945 0.9691 7.2923 0.4 -0.1 -0.2 -0.3119
O 1.7204 -0.1898 6.6892 -0.3 -0.1 -0.3 -0.1034
H 2.6262 1.9861 5.4181 0.0 0.0 0.1 0.0586
H 3.6306 2.5830 6.7562 0.0 0.0 -0.1 0.0803
H 3.9993 1.0360 5.9666 0.0 0.1 0.1 0.0760
H 1.4782 1.6182 7.6118 -0.1 -0.2 0.0 0.1127
H 2.8580 0.6621 8.1779 0.0 0.2 0.0 0.1148
H 2.4451 -0.7647 6.4185 0.0 0.0 0.2 0.0783
C -1.1676 3.2534 -6.5475 -0.1 0.1 0.0 -0.0880
C 0.0199 2.5782 -5.8898 -0.2 -0.1 -0.4 -0.3063
O -0.3728 1.3359 -5.3073 0.2 -0.1 0.0 -0.1198
H -1.9605 3.4295 -5.8173 0.1 0.0 0.0 0.0769
H -0.8782 4.2083 -6.9903 0.0 0.0 0.0 0.0782
H -1.5893 2.6173 -7.3303 0.1 0.1 -0.1 0.0757
H 0.4248 3.2067 -5.0950 0.0 -0.2 0.1 0.1121
H 0.8136 2.3899 -6.6190 0.1 0.2 0.0 0.1107
H -0.7209 0.7802 -6.0134 0.0 0.0 0.1 0.0914

---

22
Properties=species:S:1:pos:R:3:forces:R:3:lowdin_charge:R:1 method="wB97M-V/def2-TZVPD" e_tot_ev=-8404.4972 e_homo_ha="-0.33332 / -0.33212" charge=0 multiplicity=2 relative_energy_kcal_mol=51.2 lumo_ha="0.0370 / -0.0527" gap_ev="10.08 / 7.60"
C -2.8603 0.4876 0.4886 -2.0 0.5 0.7 -0.1379
C -1.4790 -0.0835 0.4380 -0.2 -2.3 -3.6 -0.2631
C -0.9309 0.0520 -1.0190 2.0 1.8 0.2 -0.2054
C 0.5964 -0.2785 -1.1032 -0.3 1.7 0.7 -0.2278
C 1.6470 0.6961 -0.5511 -1.2 -0.3 1.9 -0.3270
N 3.0439 0.2013 -0.2841 -3.0 -0.2 1.0 -0.0080
N 1.2016 -0.7615 1.7772 0.2 0.4 0.4 0.1350
H -2.8789 1.3799 1.1126 -0.1 0.0 0.2 0.0689
H -3.2991 0.8171 -0.4463 0.6 0.2 -0.7 0.0609
H -3.7057 -0.1484 0.8103 0.8 -0.2 0.5 0.0735
H -0.7660 0.4624 1.0102 0.2 -0.3 1.1 0.0631
H -1.3553 -0.6338 -1.7053 -1.0 -0.8 -0.5 0.0860
H -1.0992 1.0665 -1.4790 0.0 -0.7 0.7 0.1231
H 0.7630 -1.1462 -0.5580 0.2 -2.0 0.8 0.0566
H 0.8660 -0.4377 -2.0779 0.4 -0.8 -2.8 0.0694
H 1.1812 0.8424 0.4258 0.7 0.8 0.0 0.0521
H 1.5871 1.6219 -1.0336 0.4 1.4 -1.1 0.0847
H 3.3735 -0.1564 -1.1892 0.1 -0.8 1.0 0.0592
H 2.7148 -0.4737 0.5219 1.9 0.6 -2.5 0.0616
H 1.0203 -1.7396 1.8992 -0.2 -1.0 0.3 0.0101
H 1.8658 -0.5179 2.5098 0.1 0.0 0.4 0.0235
H -1.4862 -1.2500 0.4530 0.2 2.0 1.3 0.1416

---

107
Properties=species:S:1:pos:R:3:forces:R:3:lowdin_charge:R:1 method="wB97M-V/def2-TZVPD" e_tot_ev=-207546.5362 e_homo_ha=-0.27965 charge=0 relative_energy_kcal_mol=0.0 lumo_ha=-0.0024 gap_ev=7.54
Rb -0.3635 -0.1193 -0.1812 -0.1 0.0 -0.1 0.6584
C 2.5205 -2.8696 2.1909 0.0 0.0 0.0 -0.0813
C 2.7239 -2.3969 3.4848 0.0 0.0 0.0 -0.0749
C 1.7207 -1.6877 4.1055 0.0 0.0 0.0 -0.0198
C 0.5305 -1.4342 3.4070 0.0 0.0 0.0 -0.3543
N 0.3437 -1.8646 2.1591 0.0 0.0 0.0 0.0770
C 1.3148 -2.5800 1.5832 0.0 0.0 0.0 -0.1728
N -0.5132 -0.8148 4.0776 0.1 0.0 -0.1 0.1606
C -0.9932 0.3128 3.6942 -0.1 0.0 0.0 -0.3285
N -0.6022 1.1412 2.6691 0.0 0.1 0.0 0.0801
C -1.3085 2.3160 2.8081 0.0 -0.1 0.0 -0.3507
N -1.2359 3.3949 2.1241 0.0 0.0 0.0 0.1671
C -0.5240 3.4976 0.9387 0.0 0.0 0.0 -0.3527
C 0.5954 4.3342 0.8515 0.0 0.0 -0.1 -0.0186
C 1.1454 4.5845 -0.3902 0.0 0.0 0.1 -0.0751
C 0.5665 4.0149 -1.5189 0.0 0.1 0.0 -0.0893
C -0.5136 3.1753 -1.3278 0.0 -0.1 0.0 -0.1788
N -1.0386 2.8907 -0.1373 0.0 0.1 0.0 0.0964
C -2.2800 2.2009 3.9322 0.0 0.0 0.0 -0.1160
C -3.2377 3.0691 4.4204 0.0 0.0 0.0 -0.0145
C -4.0289 2.6186 5.4717 0.0 0.0 0.0 -0.0821
C -3.8555 1.3415 6.0068 0.0 0.0 0.0 -0.0824
C -2.8844 0.4800 5.5079 0.0 0.0 0.0 -0.0152
C -2.1086 0.9391 4.4605 0.0 0.0 0.0 -0.1093
H 3.2689 -3.4580 1.6770 0.0 0.0 0.0 0.0988
H 3.6523 -2.5967 4.0057 0.0 0.0 0.0 0.1047
H 1.8169 -1.3279 5.1205 0.0 0.0 0.0 0.1090
H 1.0984 -2.9310 0.5786 0.0 0.0 0.0 0.0779
H 0.9881 4.7840 1.7530 0.0 0.0 0.0 0.1102
H 2.0089 5.2328 -0.4822 0.0 0.0 0.0 0.1060
H 0.9421 4.2116 -2.5144 0.0 0.0 0.0 0.1004
H -0.9885 2.6881 -2.1735 0.0 0.0 0.0 0.0950
H -3.3568 4.0576 3.9959 0.0 0.0 0.0 0.1118
H -4.7915 3.2662 5.8859 0.0 0.0 0.0 0.0985
H -4.4873 1.0213 6.8258 0.0 0.0 0.0 0.0985
H -2.7304 -0.5089 5.9200 0.0 0.0 0.0 0.1099
Se -1.2631 -4.6109 -1.9372 0.0 0.1 0.0 0.6792
Se -0.9646 -2.7206 -3.2163 0.0 -0.1 0.0 0.6435
C 0.9278 -2.4153 -2.9648 0.0 0.0 0.0 -0.6789
C 1.7129 -2.1991 -4.0906 0.0 0.0 0.0 -0.1119
C 3.0365 -1.8391 -3.8977 0.0 0.0 0.0 -0.0561
C 3.5260 -1.7362 -2.6043 0.0 0.0 0.0 -0.0533
C 2.6666 -2.0087 -1.5523 -0.1 0.0 -0.1 -0.1308
N 1.3846 -2.3313 -1.7275 0.0 0.0 0.1 0.0198
C -1.9917 -3.9427 -0.2752 0.1 -0.1 -0.1 -0.6611
C -2.4465 -4.9303 0.5970 0.0 0.0 -0.1 -0.1243
C -2.9632 -4.5323 1.8123 -0.1 0.1 0.1 -0.0659
C -3.0153 -3.1764 2.1103 0.0 -0.1 0.0 -0.0526
C -2.5281 -2.2901 1.1706 0.0 0.1 0.0 -0.1881
N -2.0258 -2.6546 -0.0136 0.0 -0.1 0.1 0.0076
H 1.2950 -2.3041 -5.0824 0.0 0.0 0.0 0.1036
H 3.6766 -1.6415 -4.7482 0.0 0.0 0.0 0.1148
H 4.5482 -1.4425 -2.4085 0.0 0.0 0.0 0.1099
H 3.0023 -1.9392 -0.5231 0.0 0.0 0.0 0.1010
H -2.3901 -5.9764 0.3240 0.0 0.0 0.0 0.0985
H -3.3259 -5.2684 2.5188 0.0 0.0 0.0 0.1130
H -3.3951 -2.8119 3.0541 0.0 0.0 0.0 0.1123
H -2.5187 -1.2274 1.3907 0.0 0.0 0.0 0.0756
N 2.2655 1.2989 1.9714 0.0 0.0 0.0 0.2016
C 2.9352 1.3844 0.8227 0.0 0.0 0.0 -0.4361
N 4.2647 1.5520 0.8922 0.0 0.0 0.0 0.1769
C 4.8741 1.6367 -0.2810 0.0 0.0 0.0 -0.4569
N 6.2224 1.7668 -0.2758 0.0 0.0 0.0 0.1517
N 4.2807 1.5846 -1.4865 0.0 0.0 0.0 0.1691
C 2.9666 1.4007 -1.4272 0.0 0.0 0.0 -0.3150
N 2.2373 1.2832 -0.3337 0.0 0.0 0.1 0.1295
C 2.2555 1.3390 -2.7467 0.0 0.0 0.0 -0.2317
C 2.8765 1.8400 -3.8859 0.0 0.0 0.0 -0.0103
C 2.1844 1.8176 -5.0840 0.0 0.0 0.0 -0.0520
C 0.9037 1.2885 -5.1075 0.0 0.0 0.0 -0.0468
C 0.3803 0.7949 -3.9233 0.0 0.0 0.0 -0.1510
N 1.0320 0.8146 -2.7650 0.0 0.0 0.0 0.0945
H 2.8030 1.3764 2.8171 0.0 0.0 0.0 0.1115
H 1.2412 1.2674 2.0468 0.0 -0.1 0.0 0.0443
H 6.6692 1.9752 0.5987 0.0 0.0 0.0 0.0982
H 6.6748 2.0157 -1.1360 0.0 0.0 0.0 0.0962
H 3.8763 2.2401 -3.8074 0.0 0.0 0.0 0.1072
H 2.6355 2.2131 -5.9851 0.0 0.0 0.0 0.1091
H 0.3204 1.2558 -6.0177 0.0 0.0 0.0 0.1077
H -0.6183 0.3668 -3.8991 0.0 0.0 0.0 0.0943
C -3.8073 1.3979 0.8000 0.0 0.0 0.0 -0.0142
C -3.9845 1.0027 -0.6240 0.0 0.0 0.0 -0.3780
N -3.0645 0.4838 -1.3984 0.0 0.0 -0.1 0.0652
C -3.6701 0.2648 -2.6175 0.0 0.0 0.0 -0.1336
C -4.9669 0.6607 -2.5803 0.0 0.0 0.0 -0.0513
N -5.1660 1.1387 -1.3007 0.0 0.0 0.0 -0.0273
C -6.4429 1.4651 -0.7248 0.0 0.0 0.0 -0.0607
N -7.3337 0.3266 -0.7840 0.0 0.0 0.0 -0.0589
N -8.6172 0.5033 -1.1706 0.1 0.0 -0.1 0.0480
N -9.2207 -0.6224 -1.1765 0.0 0.0 0.2 0.0664
C -8.3296 -1.5934 -0.7704 0.0 0.0 -0.1 -0.2341
C -8.4964 -2.9757 -0.6325 0.0 0.0 0.0 -0.0156
C -7.3956 -3.7046 -0.2553 0.0 0.0 0.0 -0.0797
C -6.1478 -3.0857 -0.0198 0.0 0.0 0.0 -0.0613
C -5.9683 -1.7285 -0.1440 0.0 0.0 0.0 0.0124
C -7.0988 -0.9905 -0.5213 0.1 0.0 0.0 -0.1567
H -2.7916 1.1622 1.1028 0.0 0.0 0.0 0.0315
H -4.5046 0.8789 1.4637 0.0 0.0 0.0 0.0897
H -3.9270 2.4739 0.9363 0.0 0.0 0.0 0.0969
H -3.1357 -0.1791 -3.4413 0.0 0.0 0.0 0.0782
H -5.7599 0.6339 -3.3076 0.0 0.0 0.0 0.1223
H -6.9417 2.2683 -1.2641 0.0 0.0 0.0 0.1390
H -6.2772 1.7754 0.3057 0.0 0.0 0.0 0.1326
H -9.4541 -3.4381 -0.8279 0.0 0.0 0.0 0.1127
H -7.4755 -4.7778 -0.1435 0.0 0.0 0.0 0.1018
H -5.3002 -3.6981 0.2605 0.0 0.0 0.0 0.0905
H -4.9995 -1.2766 0.0183 0.0 0.0 0.0 0.0924

---

97
Properties=species:S:1:pos:R:3:forces:R:3:lowdin_charge:R:1 method="wB97M-V/def2-TZVPD" e_tot_ev=-63487.1893 e_homo_ha=-0.31655 charge=0 relative_energy_kcal_mol=0.0 lumo_ha=0.0175 gap_ev=9.09
C 3.6047 2.8903 -1.9981 0.0 -0.1 -0.2 -0.0623
C 3.3650 4.3455 -2.3730 0.2 0.1 0.1 -0.2105
O 2.3910 4.4894 -3.4284 0.2 0.1 -0.1 -0.0172
C 1.1316 4.7637 -3.0526 0.1 -0.1 -0.4 -0.5016
O 0.7718 4.7298 -1.9125 -0.3 0.1 0.6 0.1165
C 0.2728 5.0997 -4.2505 -0.1 -0.1 -0.1 -0.0820
C -1.0602 5.7773 -3.8907 -0.1 0.3 -0.2 -0.2227
C -2.3539 5.0374 -4.3353 0.1 -0.1 0.0 -0.2491
Si -3.5568 4.7513 -2.9337 0.1 0.1 -0.1 0.4688
C -4.8738 3.4502 -3.2107 -0.1 -0.1 0.1 -0.2699
C -4.4591 1.9757 -3.0832 0.0 -0.1 0.1 -0.2634
C -3.2589 1.5410 -3.9276 0.0 0.2 -0.1 -0.1906
C -3.0990 0.0076 -3.9983 -0.3 -0.5 -0.1 -0.1588
N -1.9417 -0.5246 -3.2696 0.3 0.9 0.2 -0.1075
C -1.9597 -0.2233 -1.8404 0.1 -0.3 0.0 -0.0663
C -0.7378 -0.4061 -3.9700 -0.2 -0.3 0.1 -0.5042
C 0.4696 0.2147 -3.3062 0.4 -0.3 0.2 0.0086
O -0.6676 -0.7669 -5.1244 0.0 0.2 -0.3 0.0631
O -2.6992 4.3887 -1.5573 -0.4 0.0 0.0 -0.4552
Si -3.2849 4.4763 -0.0214 0.2 -0.1 0.2 0.5136
H 4.6616 2.7261 -1.7636 -0.2 0.0 0.1 0.0745
H 3.3701 2.2565 -2.8603 0.0 0.0 0.1 0.0765
H 2.9944 2.5774 -1.1484 0.0 0.0 -0.1 0.0761
H 4.2736 4.8040 -2.7736 -0.2 -0.1 0.0 0.1208
H 3.0255 4.9294 -1.5152 0.1 -0.1 -0.1 0.1161
H 0.8833 5.7276 -4.9060 -0.1 -0.1 0.0 0.1237
H 0.1189 4.1597 -4.7993 0.0 0.1 0.1 0.1242
H -1.0636 6.7588 -4.3778 0.0 -0.1 0.2 0.1072
H -1.0666 5.9627 -2.8126 0.0 -0.1 -0.1 0.0873
H -2.1202 4.1059 -4.8648 0.0 0.1 0.1 0.0618
H -2.9062 5.6667 -5.0474 0.1 -0.2 0.0 0.0738
H -4.2570 6.0465 -2.7058 0.0 0.0 0.0 0.0180
H -5.3715 3.6367 -4.1726 0.1 0.0 0.1 0.0824
H -5.6332 3.6468 -2.4391 0.0 0.0 -0.2 0.0697
H -4.2583 1.7627 -2.0237 0.0 -0.1 -0.2 0.1017
H -5.3098 1.3397 -3.3670 0.1 0.1 0.1 0.1099
H -2.3351 1.9970 -3.5413 -0.1 -0.1 -0.1 0.1045
H -3.3887 1.9298 -4.9473 0.0 -0.1 0.2 0.1168
H -3.0073 -0.3246 -5.0337 0.0 0.0 0.2 0.1161
H -3.9977 -0.4717 -3.5856 0.1 0.1 -0.1 0.1191
H -1.8542 0.8441 -1.5990 -0.1 -0.1 0.0 0.0899
H -2.9053 -0.5961 -1.4335 0.1 0.1 0.0 0.0971
H -1.1537 -0.7780 -1.3534 -0.2 0.1 0.0 0.0648
H 0.4108 0.3362 -2.2269 0.0 0.0 -0.1 0.0634
H 1.3451 -0.3940 -3.5515 -0.1 0.1 0.0 0.0897
H 0.6173 1.1987 -3.7653 -0.1 -0.1 0.1 0.0865
H -4.7447 4.7308 -0.0442 0.0 0.0 0.0 -0.0560
H -2.6139 5.5626 0.7189 0.0 0.0 0.0 -0.0634
H -3.0456 3.1908 0.6688 0.0 0.0 0.0 -0.0663
C 0.0153 -3.8959 2.0174 0.0 0.0 0.0 -0.1090
O -0.6808 -4.3386 0.8692 0.1 0.0 0.0 -0.1789
C -0.6472 -3.4548 -0.2388 -0.2 0.1 -0.1 -0.2269
C 0.2504 -3.9492 -1.3518 0.1 0.0 0.0 -0.2114
N 1.6541 -3.8767 -0.9775 0.0 -0.1 0.1 -0.0493
C 2.5829 -4.5322 -1.8900 0.0 0.1 0.0 -0.2011
C 2.4086 -6.0187 -2.1780 0.0 0.0 -0.1 -0.2283
O 2.7273 -6.8724 -1.0965 0.0 0.0 0.1 -0.1791
C 1.7158 -7.0215 -0.1214 0.0 -0.1 0.0 -0.1011
H -0.2942 -4.5162 2.8545 0.0 0.0 0.0 0.0910
H 1.1031 -3.9837 1.9064 0.0 0.0 0.0 0.0790
H -0.2251 -2.8542 2.2472 0.0 0.0 0.0 0.0771
H -0.3405 -2.4521 0.0809 0.0 0.0 0.0 0.1107
H -1.6668 -3.3894 -0.6300 0.0 0.0 0.0 0.1222
H 0.0879 -3.3163 -2.2318 0.0 0.0 0.0 0.1195
H -0.0797 -4.9629 -1.6156 0.0 0.0 0.0 0.1069
H 1.7737 -4.2553 -0.0474 0.0 0.0 0.0 0.0683
H 3.5895 -4.3931 -1.4881 0.0 0.0 0.0 0.1199
H 2.5488 -4.0017 -2.8483 0.0 0.0 0.0 0.1169
H 3.1147 -6.2757 -2.9710 0.0 0.0 0.0 0.1213
H 1.4048 -6.2511 -2.5559 0.0 0.0 0.0 0.1119
H 0.7191 -7.0211 -0.5731 0.0 0.0 0.0 0.0885
H 1.7530 -6.2398 0.6436 0.0 0.0 0.0 0.0713
H 1.8776 -7.9814 0.3682 0.0 0.0 0.0 0.0880
C 0.2578 1.2411 7.7871 0.0 0.1 0.0 -0.1161
O 1.1986 1.2214 6.7360 0.0 -0.1 0.0 -0.1909
C 2.5193 0.8528 7.1078 0.1 0.1 0.0 -0.2169
C 2.8858 -0.5238 6.5994 0.0 -0.1 0.0 -0.2200
N 2.1425 -1.5649 7.2899 -0.2 0.1 -0.1 -0.0514
C 2.2574 -2.9022 6.7228 0.0 0.0 0.1 -0.1997
C 1.8462 -3.1279 5.2726 0.1 -0.1 -0.1 -0.2272
O 0.4538 -3.0565 5.0287 0.0 0.0 0.1 -0.1970
C -0.0820 -1.7521 4.9315 -0.1 0.0 0.0 -0.1037
H -0.6217 1.7683 7.4213 0.0 0.0 0.0 0.0886
H -0.0476 0.2365 8.1023 0.0 0.0 0.0 0.0764
H 0.6479 1.7718 8.6611 0.0 0.0 0.0 0.0878
H 2.6368 0.9065 8.1950 0.0 -0.1 0.0 0.1219
H 3.1984 1.5805 6.6561 0.0 0.0 0.0 0.1219
H 3.9556 -0.6808 6.7740 0.0 0.0 0.0 0.1246
H 2.7297 -0.5252 5.5118 0.0 0.0 0.0 0.1042
H 1.1669 -1.3042 7.3417 0.0 0.0 0.0 0.0692
H 1.6578 -3.5740 7.3416 0.0 0.0 0.0 0.1217
H 3.2994 -3.2255 6.8250 0.0 0.0 0.0 0.1182
H 2.1329 -4.1506 5.0151 0.0 0.0 0.0 0.1224
H 2.3807 -2.4632 4.5815 0.0 0.1 0.0 0.1130
H 0.6198 -1.0628 4.4519 0.0 0.0 0.0 0.0917
H -0.3662 -1.3450 5.9062 0.0 0.0 0.0 0.0747
H -0.9840 -1.8164 4.3227 0.0 0.0 0.0 0.0841

---

- Which value of charge does entry 4 give?
  0